C4H13N2Si | wB97M-V/def2-TZVPD

Its LUMO energy is -3.426 eV. The structure (SMILES) is C/N=C/[C@H]([SiH3])[NH2+]C. For the energy above the lowest of the compared OMol25 structures with the same formula, charge and spin, the calculation gives 4.802 eV. Its HOMO energy is -13.46 eV.

```
! RIJCOSX wB97M-V def2-TZVPD def2/J DEFGRID3
* xyz 1 1
C 0.92978 0.09009 -2.95562
N 0.85668 -0.02744 -1.58074
C -0.18509 0.18392 -0.87572
C 0.08469 0.15303 0.61531
Si 1.91263 -0.50370 0.62681
N -1.00500 -0.39934 1.42065
C -1.84889 0.62713 2.17899
H 1.14134 1.08308 -3.19853
H 0.13926 -0.38138 -3.71929
H 1.80389 -0.46075 -3.22855
H -1.17093 0.17963 -1.32996
H 0.02937 1.47005 0.60878
H 2.74651 0.67527 0.32585
H 2.05741 -1.66617 -0.36362
H 1.79743 -0.81762 2.04187
H -1.54047 -0.95366 0.75837
H -0.60516 -1.03353 2.07022
H -2.48161 1.19233 1.50334
H -2.64213 0.24627 2.75603
H -1.38873 1.37952 2.87999
*
```